Entry 1:
A molecular structure, C30H51GeN3PtS2Si3, computed with ωB97M-V/def2-TZVPD.

## Properties
2S+1: 2
HOMO (alpha / beta), eV: -9.5 / -10.6
LUMO energy (alpha / beta), eV: -2.943 / -4.012
<S²>: 0.760
Net charge: +1
Energy relative to the best compared isomer or geometry (same formula, charge and spin), kcal/mol: 0.00

Cartesian coordinates (Å):
Pt: -0.860 0.967 -0.228
C: -2.901 -4.765 3.039
C: -1.534 -4.245 2.570
C: -0.423 -5.089 3.210
C: -1.462 -4.402 1.051
C: -1.386 -2.790 3.007
C: -1.472 -2.480 4.380
C: -1.414 -1.190 4.857
C: -1.260 -0.160 3.932
S: -1.271 1.559 4.187
C: -1.084 1.798 2.500
N: -0.969 0.694 1.801
C: -1.120 -0.447 2.578
C: -1.189 -1.758 2.107
C: -1.184 3.044 1.761
C: -1.205 4.303 2.346
C: -1.341 5.424 1.542
C: -1.454 5.272 0.167
C: -1.421 4.009 -0.419
C: -1.295 2.871 0.366
H: -3.031 -5.801 2.720
H: -3.712 -4.172 2.613
H: -2.997 -4.739 4.125
H: -0.534 -6.133 2.913
H: -0.464 -5.047 4.299
H: 0.563 -4.747 2.894
H: -1.593 -5.453 0.791
H: -0.498 -4.086 0.650
H: -2.250 -3.836 0.550
H: -1.612 -3.282 5.093
H: -1.511 -0.985 5.915
H: -1.097 -1.934 1.044
H: -1.106 4.411 3.420
H: -1.355 6.411 1.984
H: -1.558 6.148 -0.462
H: -1.481 3.927 -1.498
C: 3.469 -2.224 -2.184
Si: 1.789 -1.395 -2.314
C: 1.752 -0.581 -4.005
C: 0.434 -2.682 -2.151
Ge: 1.571 0.201 -0.525
Si: 2.670 -0.643 1.438
C: 4.504 -0.364 1.136
C: 2.360 -2.479 1.649
C: 2.242 0.277 3.014
Si: 2.574 2.316 -1.112
C: 4.324 1.954 -1.688
C: 2.613 3.417 0.406
C: 1.708 3.194 -2.523
H: 3.555 -2.954 -2.995
H: 3.624 -2.754 -1.244
H: 4.280 -1.504 -2.307
H: 1.785 -1.360 -4.772
H: 2.640 0.042 -4.138
H: 0.875 0.040 -4.189
H: 0.527 -3.443 -2.930
H: -0.556 -2.229 -2.227
H: 0.503 -3.185 -1.183
H: 4.836 -0.664 0.143
H: 5.074 -0.944 1.868
H: 4.760 0.688 1.281
H: 2.733 -3.051 0.798
H: 1.300 -2.696 1.765
H: 2.876 -2.840 2.543
H: 2.269 1.358 2.863
H: 2.995 0.029 3.768
H: 1.268 0.007 3.421
H: 4.940 1.516 -0.903
H: 4.803 2.883 -2.009
H: 4.328 1.271 -2.541
H: 3.262 2.992 1.176
H: 1.617 3.552 0.835
H: 3.002 4.406 0.151
H: 1.787 2.612 -3.444
H: 2.190 4.160 -2.695
H: 0.653 3.378 -2.326
C: -2.492 1.205 -5.244
N: -3.202 1.428 -4.000
C: -4.596 1.879 -3.963
C: -4.883 2.013 -2.454
N: -3.570 1.747 -1.869
C: -2.658 1.442 -2.788
S: -0.997 1.131 -2.509
H: -3.199 0.837 -5.985
H: -1.717 0.457 -5.095
H: -2.035 2.125 -5.613
H: -5.239 1.143 -4.445
H: -4.701 2.827 -4.493
H: -5.615 1.284 -2.110
H: -5.230 3.010 -2.187
H: -3.321 1.869 -0.900

---

Entry 2:
A molecular structure, C30H51N2O2P2Pd at a distorted geometry, computed with ωB97M-V/def2-TZVPD.

## Properties
2S+1: 3
HOMO (alpha / beta), eV: -7.5 / -10.0
LUMO energy (alpha / beta), eV: -3.984 / -5.198
<S²>: 2.071
Net charge: +1
Energy relative to the best compared isomer or geometry (same formula, charge and spin), kcal/mol: 52.14

Cartesian coordinates (Å):
C: 2.396 -1.228 -0.498
C: 1.444 0.668 -1.501
C: 3.378 -1.280 -1.488
C: 2.309 0.551 -2.603
C: 3.306 -0.421 -2.557
H: 4.159 -2.049 -1.387
H: 2.181 1.228 -3.451
H: 4.028 -0.480 -3.385
N: 1.501 -0.237 -0.498
P: 0.565 -2.366 1.282
P: 0.015 2.255 0.307
C: 2.283 -2.293 0.601
H: 2.583 -3.280 0.217
H: 2.972 -2.052 1.423
C: -1.450 -0.189 2.716
O: -2.520 -0.588 3.105
C: 0.373 1.689 -1.391
H: 0.363 2.441 -2.186
C: -1.602 3.281 0.221
C: 1.492 3.381 0.636
C: -0.377 -3.461 0.049
C: 0.787 -3.201 2.944
C: -2.750 2.442 0.804
H: -2.623 2.281 1.882
H: -3.694 2.990 0.648
H: -2.841 1.465 0.320
C: -1.506 4.567 1.054
H: -1.283 4.350 2.105
H: -0.768 5.270 0.652
H: -2.485 5.071 1.020
C: -1.932 3.640 -1.225
H: -2.828 4.285 -1.222
H: -1.139 4.213 -1.723
H: -2.153 2.741 -1.816
C: 1.412 3.937 2.069
H: 1.043 3.183 2.780
H: 2.426 4.223 2.385
H: 0.784 4.831 2.135
C: 2.793 2.569 0.540
H: 2.786 1.711 1.226
H: 2.998 2.216 -0.478
H: 3.627 3.230 0.825
C: 1.508 4.507 -0.425
H: 0.919 4.302 -1.327
H: 1.163 5.461 -0.008
H: 2.543 4.653 -0.764
C: -0.594 -3.501 3.547
H: -0.434 -3.992 4.519
H: -1.182 -2.589 3.717
H: -1.184 -4.186 2.923
C: 1.548 -2.231 3.869
H: 2.547 -2.006 3.480
H: 1.011 -1.289 4.022
H: 1.669 -2.727 4.842
C: 1.601 -4.502 2.838
H: 2.483 -4.405 2.191
H: 1.956 -4.754 3.848
H: 0.999 -5.349 2.493
C: 0.039 -3.101 -1.383
H: 1.086 -3.352 -1.599
H: -0.587 -3.672 -2.089
H: -0.115 -2.033 -1.585
C: -1.878 -3.168 0.230
H: -2.146 -2.218 -0.253
H: -2.461 -3.974 -0.248
H: -2.185 -3.102 1.286
C: -0.097 -4.958 0.248
H: 0.976 -5.190 0.212
H: -0.533 -5.347 1.175
H: -0.571 -5.499 -0.584
Pd: -0.074 -0.113 1.050
N: -1.472 -0.150 -0.677
C: -1.289 0.454 -1.703
C: -1.886 0.416 -3.153
C: -1.296 1.476 -4.060
C: -1.507 -0.947 -3.717
C: -3.408 0.574 -2.986
H: -1.479 2.493 -3.706
H: -0.218 1.336 -4.188
H: -1.762 1.377 -5.048
H: -1.846 -1.748 -3.047
H: -1.951 -1.109 -4.709
H: -0.413 -1.021 -3.808
H: -3.822 1.318 -3.676
H: -3.885 -0.401 -3.135
H: -3.663 0.899 -1.968
O: 0.189 1.227 3.849
C: -0.351 0.559 2.967

---

Entry 3:
A molecular structure, C30H52AsI4NNiO2SSi4, computed with ωB97M-V/def2-TZVPD.

## Properties
2S+1: 3
HOMO (alpha / beta), eV: -6.7 / -7.6
LUMO energy (alpha / beta), eV: -0.731 / -0.852
<S²>: 2.010

Cartesian coordinates (Å):
Ni: 0.926 0.567 0.001
I: 6.009 1.387 -0.487
C: 4.873 0.952 1.192
C: 5.490 0.646 2.416
C: 4.754 0.333 3.527
I: 5.762 -0.114 5.302
C: 3.337 0.322 3.466
C: 2.467 0.052 4.548
C: 1.115 0.086 4.358
C: 0.611 0.360 3.077
N: 1.382 0.594 2.047
C: 2.733 0.607 2.224
C: 3.498 0.922 1.058
O: 2.865 1.165 -0.057
H: 6.570 0.660 2.470
H: 2.884 -0.172 5.521
H: 0.429 -0.105 5.172
H: -0.452 0.379 2.891
C: 2.946 -0.061 -4.864
C: 2.272 -0.359 -3.537
S: 1.705 1.127 -2.689
O: 2.744 2.160 -2.902
C: 0.297 1.566 -3.729
C: -0.100 3.001 -3.420
H: 3.415 -0.969 -5.244
H: 3.716 0.697 -4.726
H: 2.244 0.294 -5.618
H: 2.973 -0.811 -2.834
H: 1.408 -1.022 -3.626
H: -0.478 0.844 -3.461
H: 0.558 1.439 -4.780
H: -0.491 3.094 -2.405
H: -0.863 3.347 -4.116
H: 0.771 3.651 -3.502
C: -3.726 -1.281 -2.164
Si: -3.601 0.457 -1.470
C: -5.304 1.021 -0.904
C: -3.186 1.621 -2.882
As: -1.939 0.441 0.258
Si: -2.924 -1.333 1.548
C: -2.399 -1.251 3.353
C: -4.803 -1.305 1.572
C: -2.477 -3.023 0.871
Si: -2.676 2.402 1.408
C: -4.252 2.160 2.400
C: -1.351 2.985 2.597
C: -2.969 3.709 0.099
H: -4.372 -1.262 -3.047
H: -4.160 -1.986 -1.453
H: -2.751 -1.664 -2.470
H: -5.987 0.798 -1.731
H: -5.332 2.101 -0.747
H: -5.690 0.532 -0.015
H: -4.127 1.833 -3.398
H: -2.513 1.175 -3.612
H: -2.769 2.572 -2.559
H: -2.530 -0.259 3.794
H: -1.375 -1.579 3.523
H: -3.052 -1.938 3.900
H: -5.234 -0.384 1.961
H: -5.099 -2.119 2.242
H: -5.241 -1.516 0.596
H: -1.410 -3.234 0.870
H: -2.855 -3.180 -0.140
H: -2.966 -3.754 1.524
H: -4.147 1.388 3.164
H: -5.110 1.917 1.775
H: -4.470 3.101 2.915
H: -1.355 2.406 3.524
H: -1.565 4.026 2.858
H: -0.348 2.953 2.170
H: -3.858 3.506 -0.502
H: -2.113 3.813 -0.569
H: -3.107 4.676 0.590
I: 1.775 3.432 0.048
I: 0.458 5.791 0.251
C: 0.981 -2.581 1.552
Si: 1.258 -1.812 -0.168
C: 0.088 -2.681 -1.387
C: 3.004 -2.428 -0.596
C: 4.054 -2.253 0.312
C: 5.345 -2.675 0.029
C: 5.622 -3.306 -1.175
C: 4.593 -3.524 -2.080
C: 3.305 -3.093 -1.788
H: 0.953 -3.673 1.487
H: 0.060 -2.242 2.028
H: 1.805 -2.315 2.220
H: 0.055 -3.764 -1.235
H: 0.399 -2.502 -2.421
H: -0.927 -2.293 -1.288
H: 3.869 -1.783 1.271
H: 6.135 -2.509 0.752
H: 6.629 -3.633 -1.402
H: 4.792 -4.034 -3.016
H: 2.521 -3.284 -2.514

---

Entry 4:
4 unconnected molecules or ions with the total composition C30H52B2Cl2NO17 at a distorted geometry, computed with ωB97M-V/def2-TZVPD.

## Properties
2S+1: 1
HOMO, eV: -5.1
LUMO energy, eV: 1.476
Net charge: -1

Cartesian coordinates (Å):
C: -0.189 -2.054 0.082
C: -0.250 -0.725 -0.672
O: 0.244 -0.879 -1.987
C: 0.784 0.311 -2.541
C: 2.194 0.070 -3.081
O: 3.092 0.753 -2.242
C: 4.250 0.064 -1.847
C: 4.164 -0.353 -0.335
C: 3.328 -1.628 -0.172
C: 4.011 -3.013 -0.206
C: 5.088 -3.224 -1.265
Cl: 6.386 -4.316 -0.611
O: 3.332 0.601 0.291
B: 4.064 1.712 0.934
C: 4.246 2.988 -0.098
C: 5.110 4.141 0.413
O: 5.511 3.978 1.808
C: 5.422 5.082 2.552
O: 5.260 5.069 3.760
C: 3.272 2.044 2.358
Cl: 2.416 0.592 3.040
C: 2.282 3.198 2.278
C: 1.120 2.953 1.297
O: 5.423 1.103 1.082
C: 5.488 -0.183 0.481
C: 5.624 -1.164 1.699
C: 6.238 -0.468 2.878
N: 5.715 -0.359 4.033
B: 6.856 -0.120 -0.351
O: 7.531 -1.243 -0.810
O: 7.380 1.102 -0.711
H: -0.059 -2.891 -0.600
H: 0.625 -2.067 0.803
H: -1.110 -2.215 0.641
H: -1.294 -0.409 -0.682
H: 0.315 0.002 -0.088
H: 0.804 1.127 -1.823
H: 0.127 0.618 -3.364
H: 2.344 -1.009 -3.060
H: 2.243 0.455 -4.103
H: 5.101 0.717 -2.044
H: 4.387 -0.837 -2.453
H: 2.508 -1.637 -0.887
H: 2.869 -1.543 0.811
H: 4.411 -3.295 0.760
H: 3.223 -3.740 -0.414
H: 4.727 -3.721 -2.157
H: 5.614 -2.323 -1.554
H: 3.302 3.403 -0.453
H: 4.754 2.593 -0.974
H: 4.610 5.103 0.298
H: 6.027 4.205 -0.175
H: 5.548 6.043 2.024
H: 4.030 2.304 3.094
H: 2.803 4.122 2.036
H: 1.841 3.334 3.269
H: 1.010 1.885 1.132
H: 0.186 3.344 1.702
H: 1.276 3.455 0.345
H: 6.192 -2.062 1.434
H: 4.630 -1.491 2.002
H: 7.218 -0.006 2.754
H: 4.787 -0.787 4.023
H: 7.627 -1.884 -0.104
H: 7.578 1.631 0.062
C: -5.100 -2.322 3.638
C: -5.141 -2.226 2.135
C: -4.293 -3.237 1.401
O: -3.990 -2.539 0.181
C: -4.031 -1.215 0.446
O: -3.658 -0.364 -0.293
O: -4.559 -0.989 1.672
H: -5.561 -3.251 3.971
H: -4.072 -2.285 4.000
H: -5.633 -1.485 4.088
H: -6.174 -2.258 1.778
H: -4.821 -4.163 1.187
H: -3.356 -3.459 1.917
C: -7.343 -3.129 -4.365
C: -7.732 -3.476 -2.951
C: -7.289 -2.485 -1.899
O: -7.165 -3.322 -0.740
C: -6.888 -4.577 -1.167
O: -6.541 -5.464 -0.459
O: -7.060 -4.671 -2.505
H: -7.872 -2.236 -4.697
H: -6.269 -2.952 -4.438
H: -7.585 -3.949 -5.039
H: -8.808 -3.658 -2.886
H: -8.010 -1.692 -1.719
H: -6.311 -2.048 -2.116
C: -5.068 2.263 0.013
C: -6.251 2.977 -0.585
C: -5.957 4.338 -1.171
O: -7.220 5.008 -1.034
C: -7.870 4.443 0.013
O: -8.861 4.876 0.502
O: -7.233 3.320 0.417
H: -4.351 1.990 -0.755
H: -4.571 2.892 0.753
H: -5.386 1.360 0.525
H: -6.747 2.337 -1.322
H: -5.658 4.305 -2.216
H: -5.209 4.886 -0.596

---

Entry 5:
A molecular structure, C30H52BrCaClCsF12N4O13PS at a distorted geometry, computed with ωB97M-V/def2-TZVPD.

## Properties
2S+1: 1
HOMO, eV: -6.5
LUMO energy, eV: -4.539
Energy relative to the best compared isomer or geometry (same formula, charge and spin), kcal/mol: 0.00

Cartesian coordinates (Å):
C: 5.124 3.370 -2.158
N: 3.989 2.486 -1.877
C: 2.603 3.047 -1.998
N: 1.965 3.586 -0.707
C: 1.742 4.961 -0.537
C: 2.008 6.147 -1.411
C: 3.142 7.028 -0.881
O: 4.183 6.663 -0.418
Cl: 2.811 8.795 -0.955
C: 1.159 5.035 0.694
C: 0.752 6.412 1.205
C: -0.672 6.828 0.696
F: -1.409 7.207 1.804
N: 1.011 3.795 1.240
C: 0.380 3.571 2.524
F: 0.882 2.515 3.169
F: 0.564 4.622 3.340
C: -1.187 3.412 2.419
F: -1.692 4.371 1.629
F: -1.537 2.250 1.873
C: -1.959 3.552 3.788
F: -2.131 4.789 4.169
F: -3.200 3.079 3.558
F: -1.433 2.801 4.836
C: 1.548 2.893 0.341
S: 1.665 1.069 0.524
C: 2.805 0.540 1.853
O: 2.178 0.447 -0.656
O: 0.371 0.493 0.791
H: 5.260 4.046 -1.303
H: 6.049 2.776 -2.285
H: 4.970 3.944 -3.227
H: 4.108 2.288 -0.865
H: 2.491 3.768 -2.837
H: 1.973 2.191 -2.266
H: 1.102 6.765 -1.394
H: 2.145 5.902 -2.483
H: 1.428 7.164 0.787
H: 0.830 6.528 2.286
H: -0.592 7.694 0.028
H: -1.160 6.030 0.127
H: 2.145 0.337 2.710
H: 3.576 1.281 2.073
H: 3.209 -0.424 1.524
O: 5.250 0.602 -0.144
H: 5.401 -0.154 -0.720
Cs: -1.763 1.119 6.307
C: 1.698 5.764 -4.954
O: 1.566 6.874 -4.376
O: 1.681 5.850 -6.337
O: 1.850 4.640 -4.452
H: 1.557 6.812 -6.371
Ca: 0.979 -1.368 4.243
C: 9.881 2.612 -5.780
C: 8.517 2.548 -6.436
O: 8.004 1.203 -6.438
C: 7.467 0.779 -5.302
O: 7.381 1.416 -4.290
C: 6.930 -0.648 -5.474
F: 7.816 -1.440 -6.093
F: 5.809 -0.648 -6.210
F: 6.642 -1.209 -4.301
H: 10.567 1.912 -6.258
H: 10.293 3.618 -5.854
H: 9.825 2.339 -4.726
H: 8.595 2.844 -7.480
H: 7.808 3.224 -5.960
O: -1.914 -6.767 -1.958
P: -1.881 -6.125 -0.609
O: -0.597 -6.872 0.115
C: 0.620 -7.094 -0.588
C: 1.629 -5.993 -0.323
O: -3.125 -6.895 0.114
C: -4.157 -7.510 -0.659
C: -3.897 -8.996 -0.808
O: -2.008 -4.997 0.594
C: -1.132 -3.876 0.627
C: -1.060 -3.133 -0.690
H: 0.453 -7.204 -1.661
H: 1.020 -8.044 -0.228
H: 1.288 -5.044 -0.747
H: 2.594 -6.233 -0.772
H: 1.770 -5.846 0.749
H: -4.263 -7.026 -1.628
H: -5.096 -7.356 -0.122
H: -2.888 -9.188 -1.176
H: -4.613 -9.447 -1.497
H: -3.980 -9.494 0.160
H: -0.140 -4.197 0.962
H: -1.516 -3.201 1.395
H: -0.702 -3.782 -1.498
H: -0.385 -2.279 -0.614
H: -2.048 -2.770 -0.979
C: -5.389 -1.615 4.118
C: -5.958 -2.890 3.512
N: -6.843 -3.587 4.422
C: -7.178 -4.930 3.988
C: -7.981 -5.088 2.692
C: -7.944 -2.796 4.955
C: -8.914 -2.155 3.956
H: -4.897 -1.815 5.068
H: -4.647 -1.182 3.432
H: -6.153 -0.861 4.285
H: -5.118 -3.553 3.268
H: -6.447 -2.646 2.554
H: -7.710 -5.442 4.796
H: -6.240 -5.487 3.873
H: -9.028 -4.818 2.827
H: -7.962 -6.134 2.371
H: -7.570 -4.494 1.875
H: -7.518 -1.997 5.573
H: -8.513 -3.409 5.661
H: -8.398 -1.681 3.120
H: -9.497 -1.382 4.461
H: -9.627 -2.879 3.555
F: -6.143 -0.023 6.244
Br: 4.753 5.490 -3.091